ORCA calculation (ωB97M-V/def2-TZVPD) on a structure of composition C48H60Cl3FIO5Y at a distorted geometry.

```
119
Properties=species:S:1:pos:R:3:forces:R:3
Y -0.021 -0.445 4.060 -0.410 -0.792 -0.006
C -2.714 1.609 4.026 -1.928 -5.967 -3.438
O -1.669 1.127 3.130 0.578 1.032 -1.294
C -1.793 1.525 1.746 -2.496 -2.132 0.187
C -2.758 0.796 0.960 1.169 0.077 -2.851
C -3.336 -0.724 1.305 -2.363 5.540 0.739
C -2.705 -1.928 0.659 2.048 4.404 6.084
C -3.248 -2.339 -0.451 4.284 -8.032 -0.281
C -2.741 -3.632 -0.862 2.178 1.399 1.856
C -1.547 -4.134 -0.017 -2.527 1.466 -6.308
C -0.904 -3.329 0.946 1.844 -6.711 -0.719
C 0.402 -3.955 1.692 -3.479 -2.811 -6.113
C 1.311 -3.031 1.223 6.196 4.819 -2.294
C 1.716 -2.959 -0.161 -2.893 -4.582 -2.780
C 2.498 -2.069 -0.804 3.402 2.564 1.612
C 3.139 -1.244 0.205 -0.119 5.124 -4.496
C 2.753 -1.054 1.501 1.953 1.065 1.214
C 3.409 0.192 2.262 1.988 0.690 1.739
C 3.059 1.532 1.609 -5.944 -3.107 5.575
C 3.752 2.160 0.688 -1.558 4.831 -0.717
C 3.286 3.529 0.282 -2.271 -2.683 -0.432
C 1.947 3.902 0.836 6.149 -2.080 -1.620
C 1.236 3.053 1.678 -1.955 0.427 0.319
C -0.206 3.314 1.900 -0.088 7.049 -0.128
C -1.184 2.575 1.159 1.184 1.519 -2.593
C -1.282 3.009 -0.288 1.703 1.173 3.550
C -2.185 2.405 -1.004 -3.416 -3.832 -3.226
C -2.943 1.374 -0.362 -1.899 -2.760 1.686
C -2.287 2.473 -2.647 2.687 -0.513 1.990
C -2.934 3.780 -2.991 -1.477 -2.685 -1.897
C -3.067 1.231 -3.186 13.675 2.059 -1.854
C -0.682 2.342 -3.017 -6.301 10.883 -6.374
C 1.689 1.872 2.235 2.983 -0.264 -2.302
O 1.066 1.044 3.091 1.509 2.054 -2.094
C 3.675 4.006 -1.196 -1.498 1.059 -0.592
C 5.228 3.686 -1.487 -1.372 2.791 1.671
C 2.732 3.123 -2.263 -2.239 1.357 3.794
C 3.395 5.501 -1.457 0.490 1.936 4.073
C 1.928 -2.016 2.070 -0.159 -2.345 -2.903
O 1.853 -2.086 3.407 0.193 -0.568 1.656
C 2.275 -3.313 4.098 -1.349 -2.136 -0.241
C 2.975 -1.764 -2.381 -4.452 0.267 1.712
C 2.457 -2.855 -3.203 -1.831 -5.672 -5.937
C 4.349 -1.792 -2.588 7.896 2.197 1.259
C 2.312 -0.428 -2.797 6.408 -0.566 9.408
C -1.549 -2.290 1.447 -2.552 0.292 -0.781
O -1.230 -1.776 2.557 1.187 1.983 2.268
C -3.097 -4.321 -2.178 -0.114 2.083 -1.747
C -4.443 -3.670 -2.795 -0.438 1.140 2.329
C -2.006 -4.059 -3.359 2.372 1.930 -1.152
C -3.214 -5.803 -2.007 0.713 0.445 -0.222
H -2.744 2.570 4.081 0.773 6.223 0.885
H -3.709 1.468 3.375 1.492 -0.527 1.952
H -2.507 1.001 4.909 -1.013 0.501 -0.012
H -3.161 -0.536 2.467 -1.178 -1.676 -2.251
H -4.490 -0.516 0.852 2.729 -1.012 1.867
H -3.781 -1.608 -0.745 -4.857 3.830 -3.595
H -1.134 -4.677 -0.975 0.697 -0.129 3.037
H 0.351 -3.731 2.628 -1.145 0.094 6.121
H 0.582 -5.054 1.382 -0.415 1.827 0.724
H 1.286 -3.869 -0.953 0.745 2.485 2.567
H 3.623 -0.149 -0.327 -0.812 -3.536 1.788
H 3.498 0.312 3.520 -1.372 -0.831 -3.509
H 4.466 0.395 2.102 0.875 -1.994 -0.421
H 4.698 1.797 0.519 2.098 -0.795 -1.029
H 1.969 4.931 0.635 -2.221 1.349 -0.103
H -0.355 3.442 2.923 -0.724 -0.595 1.914
H -0.539 4.675 1.585 1.351 -3.824 0.739
H -0.748 3.882 -0.775 -0.103 -1.197 1.357
H -3.855 0.837 -0.827 1.813 1.047 0.073
H -3.995 3.517 -2.919 -0.337 0.257 -1.396
H -3.017 4.503 -2.329 0.849 3.066 4.431
H -2.595 4.395 -3.787 0.022 -0.395 -1.825
H -3.818 0.960 -2.828 -12.103 -2.774 6.461
H -3.320 1.320 -4.180 0.573 -0.112 -2.718
H -2.421 0.310 -2.769 -0.809 1.530 -1.979
H 0.010 3.324 -3.365 -2.201 -0.994 2.730
H -0.192 1.768 -2.553 6.506 -7.422 8.512
H -0.170 2.102 -3.871 -1.020 -2.199 -4.414
H 4.847 2.695 -1.308 2.846 -1.482 0.666
H 5.526 3.801 -2.474 -0.333 -0.133 -2.402
H 6.066 4.503 -1.062 -2.321 -2.945 0.445
H 2.646 1.995 -1.556 -0.024 3.339 -3.285
H 1.599 3.733 -2.283 3.105 -2.126 0.877
H 2.962 3.391 -3.325 0.695 -1.508 0.643
H 4.066 5.892 -0.580 -0.433 0.084 -1.888
H 3.900 5.734 -2.446 -1.391 0.509 1.074
H 2.359 6.123 -0.926 2.504 -2.245 -2.811
H 2.804 -4.259 3.551 -2.024 2.400 -0.224
H 3.147 -3.168 4.750 -1.115 1.019 0.654
H 1.194 -3.594 4.498 3.059 -0.247 0.215
H 1.588 -2.434 -3.915 1.308 -1.948 1.993
H 3.079 -3.544 -4.090 0.013 3.560 1.072
H 2.533 -4.061 -2.973 -1.868 2.953 1.521
H 4.659 -1.390 -3.669 -0.740 -2.276 1.898
H 5.117 -0.692 -2.097 -2.420 -3.410 -0.374
H 4.640 -2.875 -1.994 0.511 3.051 -2.403
H 1.390 -0.405 -2.328 -1.759 0.085 2.674
H 3.026 0.480 -2.319 -2.165 -2.667 -1.289
H 1.880 -0.045 -3.517 -2.399 2.577 -9.453
H -4.067 -2.682 -3.242 -1.449 -0.753 1.261
H -4.646 -4.231 -3.648 -0.547 -1.188 -1.509
H -5.592 -3.695 -2.109 3.995 0.450 -1.801
H -1.276 -3.118 -3.120 -0.955 -2.753 0.247
H -1.175 -5.147 -3.960 -2.878 3.417 2.047
H -2.505 -3.419 -4.147 0.247 -1.713 -0.096
H -2.007 -6.068 -2.174 -3.917 -0.861 0.602
H -3.583 -5.738 -0.980 0.357 -1.707 0.149
H -4.124 -6.085 -2.668 2.272 -0.663 0.615
Cl -4.940 -2.976 6.669 -0.272 -0.403 0.141
C -3.438 -2.800 5.722 -3.115 -0.208 -4.428
Cl -2.623 -4.361 5.437 -0.027 0.728 0.348
H -2.949 -2.066 6.260 1.911 1.048 0.500
H -3.843 -2.385 4.596 1.608 -1.108 3.344
I -4.001 8.209 0.913 0.000 0.036 -0.039
F -1.591 -0.432 5.400 -0.073 -0.409 0.269
Cl 1.443 -0.570 6.320 -0.069 -0.101 -0.476
O 0.159 7.202 4.999 2.205 0.501 0.462
C -0.899 6.977 4.753 -2.217 -0.520 -0.473
```
Positions in Å, forces in eV/Å.

Output
Energy above the lowest of the compared OMol25 structures with the same formula, charge and spin = 857.82 kcal/mol
Charge = -2
HOMO level = -2.1 eV
2S+1 = 1
LUMO level = 3.28 eV
Gap between HOMO and LUMO = 5.359 eV